This record from the Open Molecules 2025 dataset describes an isolated ion of composition C7H12NO5P and charge -2 at a distorted geometry. The level of theory is the ωB97M-V functional and the def2-TZVPD basis.

```
26
Properties=species:S:1:pos:R:3:forces:R:3
C 0.866 -0.271 -1.307 0.3433 -0.1399 -2.4884
C -1.767 -2.265 -0.846 -0.2602 1.6933 3.8102
C -0.910 3.334 -0.070 0.7252 -0.4414 -3.7325
C -1.172 -2.423 0.614 0.5296 -2.6352 -0.5934
C -0.762 1.796 -0.436 0.1743 1.3705 1.5836
C 0.480 -0.747 1.133 0.8620 1.9887 -0.1387
C 0.990 0.179 0.005 -0.5579 0.6343 2.9163
N 0.807 -0.439 -2.454 -0.2603 -0.2922 0.4543
O 3.363 -1.066 -0.014 0.3394 -2.1201 -0.5820
O 3.445 1.468 -0.358 -0.3401 -0.2074 -0.5554
O 2.991 0.551 1.895 -0.5955 -0.1293 2.3624
O -0.842 -1.226 1.252 -1.4550 -0.3475 -0.1785
O 0.490 1.497 0.163 -1.0205 0.1069 -0.0424
P 2.957 0.279 0.443 0.8491 2.2772 -1.4101
H -2.747 -1.792 -0.702 -0.1044 -0.4280 -0.5826
H -1.111 -1.535 -1.237 0.5298 0.5022 -1.2234
H -1.721 -3.196 -1.314 -0.2841 -1.3125 -1.0530
H -1.986 3.530 -0.199 0.3196 0.5762 0.2773
H -0.557 3.379 0.943 0.0633 0.4436 0.3464
H -0.271 3.995 -0.836 -1.3252 -1.2635 1.9921
H -0.248 -3.108 0.421 -1.0075 1.2371 0.7175
H -1.866 -3.093 1.291 0.9954 1.4889 -1.0042
H -0.632 1.468 -1.480 -0.9752 0.5976 0.0568
H -1.721 1.420 0.086 1.5098 -0.6616 -0.7373
H 1.150 -1.507 0.939 1.3194 -2.5235 0.3930
H 0.773 -0.225 2.069 -0.3744 -0.4143 -0.5881
```
Positions in Å, forces in eV/Å.

Summary:
Energy above the lowest of the compared OMol25 structures with the same formula, charge and spin: 66.7 kcal per mole
LUMO: 5.64 eV
HOMO energy: 0.17 eV
DFT total energy: -1046.22382 hartree
SMILES string: CCOC[C@@](C#N)(OCC)P(=O)([O-])[O-]
Molar mass: 221.15 g/mol
Charge: -2
Kohn-Sham gap: 5.5 eV